No. 1
10
Properties=species:S:1:pos:R:3:forces:R:3 method="wB97M-V/def2-TZVPD" e_lumo_ev="-1.28 / -1.33" de_lowest_ev=1.634 molar_mass_g_mol=136.3 charge=0 homo_ha="-0.2912 / -0.2894" spin_multiplicity=1 energy_ha=-1311.2100 gap_ev="6.6 / 6.5"
C -0.61759 0.26058 -0.40802 -0.41 0.75 1.04
C -0.08024 -0.58777 -1.39402 1.67 -1.48 -0.76
C -0.19310 0.57626 0.84159 0.19 -0.41 -0.43
S 1.20754 -1.64835 -1.69479 -1.21 0.93 0.13
S 2.61588 -2.00775 -0.40569 -0.45 0.45 0.27
S -1.10234 1.63198 1.88201 -0.05 -0.03 -0.22
H -1.55171 0.72086 -0.72345 0.01 -0.01 0.02
H -0.66581 -0.62427 -2.30709 0.01 -0.04 -0.07
H 0.72729 0.17981 1.23985 0.14 -0.13 0.02
H -0.33992 1.49866 2.96960 0.11 -0.04 0.00



No. 2
17
Properties=species:S:1:pos:R:3:forces:R:3 method="wB97M-V/def2-TZVPD" e_lumo_ev="-11.01 / -11.43" s_squared=2.01 molar_mass_g_mol=216.0 charge=+2 homo_ha="-0.6851 / -0.7264" spin_multiplicity=3 energy_ha=-1494.0644 gap_ev="7.6 / 8.3"
Ti 0.01681 0.15407 0.57288 -0.22 -0.32 1.63
C 0.03221 0.55449 2.79915 0.10 2.22 6.68
O 0.04580 0.90224 3.91182 -0.08 -1.98 -5.96
C -0.00346 2.29534 0.18349 -0.13 6.40 -2.25
O -0.02921 3.39596 -0.21935 0.15 -5.87 2.29
C -2.15892 -0.01639 0.46095 -5.56 0.00 -3.25
O -3.14910 -0.07654 -0.13758 4.28 0.17 3.07
C 2.15713 -0.03066 0.38598 6.38 0.20 -3.25
O 3.17870 -0.05439 -0.17142 -4.92 -0.03 3.07
C -0.00592 -0.99519 -1.32030 -0.07 2.80 -3.33
H 0.89859 -1.58652 -1.50373 -0.06 0.30 0.47
H -0.93065 -1.56676 -1.46180 0.10 0.27 0.43
C -0.00674 0.42820 -1.66152 -0.03 -3.68 -1.75
H -0.92083 0.87774 -2.08239 0.09 -0.12 0.81
H 0.89158 0.88018 -2.11430 -0.08 -0.15 0.82
O -0.00844 -3.14073 1.33601 -0.01 5.25 -1.69
C -0.00755 -2.02105 1.02212 0.05 -5.46 2.20



No. 3
12
Properties=species:S:1:pos:R:3:forces:R:3 method="wB97M-V/def2-TZVPD" e_lumo_ev="-8.42 / -8.51" de_lowest_ev=5.275 molar_mass_g_mol=104.2 charge=+1 homo_ha="-0.5011 / -0.5114" spin_multiplicity=1 energy_ha=-641.8219 gap_ev="5.2 / 5.4"
H -1.24873 -2.26465 0.90198 -0.06 0.44 -0.06
N -0.35458 -2.03629 0.47158 0.26 0.99 -0.28
C -0.00644 -0.86206 0.16233 0.44 -0.91 -0.13
C 1.34749 -0.77358 -0.67190 0.47 -1.23 1.41
S 2.59256 0.09422 0.25654 -1.19 0.10 -0.71
N -0.61620 0.36060 0.50791 -1.26 -0.24 3.00
N -0.11288 1.61596 0.24300 0.86 -2.28 -1.73
H 1.62084 -1.87818 -0.62836 -0.13 1.34 -0.35
H 1.19123 -0.41778 -1.68240 0.09 0.12 -0.23
H -0.98382 0.26466 1.53078 0.60 0.60 -2.54
H 0.31413 2.07803 1.03364 0.38 0.38 -0.12
H 0.26018 1.65421 -0.74042 -0.44 0.67 1.73



No. 4
39
Properties=species:S:1:pos:R:3:forces:R:3 method="wB97M-V/def2-TZVPD" e_lumo_ev=-0.14 de_lowest_ev=8.376 molar_mass_g_mol=234.2 charge=0 homo_ha=-0.3086 spin_multiplicity=1 energy_ha=-993.4654 gap_ev=8.3
H -0.59662 0.51458 1.59575 -0.91 1.51 1.36
H 0.48212 0.20823 0.75993 -1.90 -1.64 -0.22
H -2.76700 -3.58740 0.99075 -3.94 -1.01 1.27
H -1.53606 -3.00286 1.71186 -0.41 -0.11 -0.45
H 2.27347 3.92411 2.25679 -0.39 2.15 0.65
H 1.67505 5.15010 1.58383 -0.11 0.31 -0.11
H 1.50988 -2.85940 -1.42191 -0.17 0.93 -0.49
H 0.19770 -2.46182 -1.90722 -2.53 -0.50 0.21
H 3.99738 -2.50684 -0.49260 0.24 0.11 0.36
H 3.74088 -2.82101 0.96654 -0.88 -0.48 0.85
H -0.83379 -0.33284 2.98661 0.53 -0.57 0.08
H -1.28599 -1.05992 4.17293 -1.76 -0.51 1.60
H -2.33999 0.44172 -1.76046 1.25 2.96 0.53
H -2.94242 -0.35647 -2.95111 0.13 0.45 0.27
H -1.11710 -1.65095 -3.04621 3.18 1.38 -2.62
H -1.53127 -2.64895 -2.14669 0.30 -2.55 1.13
H 2.38849 0.98849 -1.53104 0.10 -0.01 -0.23
H 2.98980 2.08409 -2.37017 -0.57 1.65 -2.57
H -0.16666 -4.38492 -0.99526 0.29 0.34 -0.52
H -1.53761 -4.19771 -0.45025 1.97 2.26 -1.27
H -0.86725 3.17434 -1.42792 0.15 -0.10 -0.20
H -1.20112 4.55771 -1.93920 -0.08 0.19 -0.18
H -1.67810 2.30712 1.14946 -0.27 2.56 -0.68
H -1.49249 3.75060 0.37573 0.29 -0.48 -0.06
H 0.46126 2.48576 1.98059 -0.42 3.59 1.33
H 1.56956 1.61133 1.37782 -0.70 0.36 0.48
O -0.41919 -0.15051 0.99058 0.92 -2.82 -2.84
O -1.93227 -3.27830 0.86511 2.47 1.65 1.70
O 1.98790 4.87842 2.45130 0.55 -2.46 -0.58
O 1.05850 -2.14181 -1.91755 3.52 0.14 0.29
O 4.38994 -2.45778 0.39348 0.63 0.42 -1.21
O -0.51433 -0.92489 3.68297 1.20 0.55 -1.17
O -2.77427 -0.31846 -2.00806 -4.73 2.28 1.09
O -1.83257 -1.87782 -2.55215 -0.77 -4.08 -1.03
O 3.13428 1.59262 -1.61656 0.40 -1.71 2.82
O -0.80476 -3.65424 -0.94936 -0.48 -4.05 -0.09
O -0.46819 4.03358 -1.60828 -0.12 -0.18 0.33
O -1.84301 3.31089 1.15783 0.00 -2.01 0.73
O 0.62588 1.66120 1.64213 3.03 -0.52 -0.55



No. 5
13
Properties=species:S:1:pos:R:3:forces:R:3 method="wB97M-V/def2-TZVPD" e_lumo_ev="0.60 / 0.60" de_lowest_ev=3.165 molar_mass_g_mol=134.2 charge=0 homo_ha="-0.2680 / -0.2679" spin_multiplicity=1 energy_ha=-1023.6866 gap_ev="7.9 / 7.9"
C -1.37248 1.82047 -0.36907 -1.65 -0.41 2.14
C -0.45289 0.68090 -0.47929 -3.11 -7.25 4.38
N -0.99769 -0.54659 0.25528 2.95 4.97 -3.17
N -0.07122 -1.58235 0.20532 0.21 2.34 -0.87
C 1.25264 -1.25657 -0.19027 -0.23 1.44 -0.74
S 2.46859 -0.95285 1.08019 1.31 -0.69 0.53
S 1.07869 0.42378 -1.17777 -0.06 -0.97 0.29
H -2.42919 1.44253 -0.47030 1.07 0.28 -0.45
H -1.13662 2.52961 -1.12334 -0.07 1.14 -0.21
H -1.45124 2.18689 0.73709 0.81 -0.01 -2.10
H -0.43672 -2.47719 0.39089 -0.06 -0.96 0.02
H 1.79675 -1.92509 -0.85741 -0.48 -0.31 -0.07
H 1.75137 -0.34353 1.99870 -0.67 0.40 0.23